Record 1
C6H10N2 in the gas phase at a distorted geometry. Source: OMol25; level of theory: the ωB97M-V functional and the def2-TZVPD basis.

Output
HOMO-LUMO gap   8.080 eV
SMILES   C=CC(C)(C)N=C=N
E_HOMO   -8.608 eV
Energy above the lowest of the compared OMol25 structures with the same formula, charge and spin   362.0 kJ/mol
M   110.16 u

```
18
Properties=species:S:1:pos:R:3:forces:R:3
C 0.815 0.781 1.451 -0.33 -0.12 -0.29
C 1.614 -0.022 -0.809 0.20 -0.12 0.58
C -0.860 -1.702 -0.169 -0.21 -4.78 2.66
C 0.485 -0.048 0.223 -1.78 1.25 -2.34
C -0.864 0.341 -0.658 2.33 3.35 1.40
C -1.637 1.338 -0.202 0.02 -0.23 -0.43
N 0.095 -1.372 0.591 -0.93 -1.00 -1.00
N -1.740 -2.490 -0.544 0.75 2.15 -0.09
H -1.658 -3.460 -0.269 0.06 0.03 -0.38
H -0.818 0.196 -1.732 0.14 -0.30 -0.03
H 1.089 1.801 1.185 0.03 0.04 0.02
H 1.647 0.294 1.961 0.06 0.04 -0.04
H -0.019 0.792 2.149 -0.07 0.05 0.02
H 2.511 -0.424 -0.334 0.13 0.03 -0.09
H 1.381 -0.646 -1.670 -0.06 -0.01 -0.01
H 1.809 0.997 -1.143 0.04 0.03 -0.02
H -1.659 1.637 0.836 0.32 0.06 0.12
H -2.190 1.986 -0.867 -0.70 -0.46 -0.08
```
Forces are in eV/Å.

Atomic partial charges in e from the Löwdin method, atoms 1 to 8: C -0.048; C -0.048; C -0.323; C -0.564; C -0.137; C 0.056; N 0.115; N 0.137

Record 2
C6H10N2 as an isolated structure at a distorted geometry. Source: OMol25; level of theory: the ωB97M-V functional and the def2-TZVPD basis.

Output
HOMO-LUMO gap (alpha / beta)   7.416 / 7.415 eV
E_HOMO (alpha / beta)   -6.484 / -6.483 eV
Energy above the lowest of the compared OMol25 structures with the same formula, charge and spin   252.7 kJ/mol
M   110.16 u

```
18
Properties=species:S:1:pos:R:3:forces:R:3
C 0.412 1.444 -0.110 -1.60 -1.09 -0.22
C -0.598 -1.937 1.232 0.04 -1.18 0.64
C 1.272 0.179 -2.255 0.84 0.08 0.08
C -0.465 0.590 0.765 -0.02 -1.56 0.35
C -0.003 -0.697 0.670 -1.59 1.71 3.51
C 0.979 0.220 -0.795 3.78 -0.15 -0.49
N -1.523 1.084 1.507 -0.29 0.34 0.49
N 1.240 -0.788 0.006 -1.35 0.50 -3.56
H -1.954 1.921 1.143 -0.14 -0.21 -0.06
H -2.192 0.393 1.813 0.04 0.13 0.00
H -0.154 2.099 -0.773 0.04 0.01 -0.05
H 1.158 2.028 0.433 0.19 -0.15 -0.08
H -0.981 -1.891 2.253 -0.10 0.61 0.09
H -1.404 -2.389 0.654 -0.20 0.35 -0.38
H 0.117 -2.762 1.312 0.34 0.36 -0.25
H 1.385 -0.854 -2.577 0.00 0.04 0.03
H 2.218 0.696 -2.435 0.01 0.16 -0.27
H 0.493 0.665 -2.844 0.01 0.06 0.16
```
Forces are in eV/Å.

Atomic partial charges in e from the Löwdin method, atoms 1 to 8: C -0.050; C -0.049; C -0.020; C -0.320; C -0.321; C -0.341; N 0.088; N 0.138